# 1
Below is C22H25N3O6S as an isolated structure, with properties calculated with the ωB97M-V functional and the def2-TZVPD basis.

HOMO-LUMO gap: 7.338 eV
HOMO level: -7.7 eV
LUMO: -0.34 eV
charge: 0

XYZ file:
```
57
Properties=species:S:1:pos:R:3:forces:R:3
C -3.9679 1.3023 -4.3982 -1.7 -4.9 -5.8
H -3.1352 0.8014 -5.0657 -1.5 0.2 1.1
O -4.0894 0.8549 -3.1934 4.1 -0.6 7.8
C -2.8903 1.1355 -2.3162 1.0 -1.2 -0.2
C -1.5551 1.7091 -2.7866 -4.7 -0.4 3.3
C -0.6501 2.0353 -1.7019 0.1 0.8 -0.9
C -0.7369 1.7149 -0.2880 -10.7 -3.4 -10.3
C -1.9896 0.8534 -0.0728 0.4 1.4 4.2
C -3.0202 0.6308 -0.9219 3.7 3.4 -5.1
H -3.9057 0.2918 -0.6331 -3.6 -1.8 1.2
H -2.3072 0.6068 1.0759 1.4 0.4 -2.8
N 0.2481 1.6253 0.4262 9.4 1.3 7.6
S 1.6231 0.5546 0.1258 -15.3 -8.3 0.3
O 2.3772 0.8321 1.1749 7.8 2.4 7.5
O 0.8587 -0.8215 0.1429 3.7 4.6 -1.0
C 2.0824 0.9482 -1.2692 3.5 0.4 -10.5
C 2.0669 0.2349 -2.5420 -6.7 -8.8 5.9
O 2.6632 0.7760 -3.4419 -3.3 -8.4 -5.8
N 3.1109 1.8117 -3.1637 6.0 14.2 7.5
C 2.8372 2.0240 -1.6937 -0.1 -3.6 -6.3
C 3.3897 2.9818 -0.9357 -2.7 5.3 7.0
H 2.4064 3.7634 -0.5167 2.3 -1.8 -1.5
H 4.0100 3.6478 -1.3854 2.1 1.7 -1.2
H 3.6411 2.7629 0.1691 0.3 -0.4 -2.1
C 1.0806 -1.3661 -2.9377 2.6 4.1 8.4
H 1.7285 -1.7488 -3.5235 4.1 -3.7 -3.8
H 0.4239 -0.8130 -3.3435 -5.5 3.2 -3.4
H 0.7911 -1.6644 -1.9125 0.5 -0.5 -0.9
C 0.1292 2.3632 1.8686 -6.2 -1.5 -5.5
C -0.3290 1.3429 2.7863 -4.0 -5.7 4.0
O -1.6032 1.0599 3.0642 6.2 2.0 -1.2
N 0.7263 0.4419 3.2686 -7.6 4.4 0.5
H 1.5279 0.6185 2.8650 5.1 0.7 -2.0
C 0.5565 -0.5683 4.1967 -7.9 -2.0 -2.9
C 0.7023 -1.8709 3.4849 -10.6 6.8 -2.5
C 1.4864 -2.7300 3.7502 14.1 -10.3 3.8
C 1.9140 -4.0007 2.9048 -1.0 8.0 7.9
C 0.9509 -3.9834 2.1296 2.8 -12.0 -9.4
C -0.0689 -3.3513 1.6868 -2.3 10.2 8.4
C -0.3546 -2.2243 2.5751 0.5 1.6 -3.1
H -1.0387 -1.3389 2.2316 1.0 -2.0 0.8
O -0.8986 -3.6251 0.8583 -0.9 -6.8 -6.0
C -1.7179 -2.8250 0.2379 -1.3 3.2 -6.5
H -2.4417 -2.6384 0.9197 -3.1 1.4 1.6
H -2.1955 -3.3860 -0.7175 1.1 1.1 2.3
H -1.2902 -1.7500 -0.2275 -0.7 -2.9 1.6
H 1.2552 -4.9657 1.3391 -1.5 2.0 1.0
H 2.8065 -4.3893 3.1648 2.3 -2.0 0.1
H 2.3069 -2.5634 4.4827 -0.7 0.4 0.1
H -0.6546 -0.5414 4.6832 3.4 0.2 -1.8
H 1.0670 -0.5470 5.0009 4.3 0.7 5.4
H 1.0322 2.6875 1.9998 4.9 2.5 1.3
H -0.7240 3.0880 1.4865 2.0 -1.0 1.8
H 0.1916 2.6593 -2.1073 -0.5 -0.6 0.9
H -1.6261 2.2654 -3.7289 0.8 -0.5 0.3
H -5.0350 1.0396 -4.7452 1.7 0.7 -0.9
H -3.7664 2.2477 -4.5305 0.7 5.6 -0.3
```
Forces are in eV/Å.


# 2
Below is a 4-piece molecular cluster, C8H23Cl2O8P overall, with properties calculated with the ωB97M-V functional and the def2-TZVPD basis.

HOMO-LUMO gap: 10.320 eV
HOMO level: -10.2 eV
LUMO: 0.10 eV
SMILES: COP(=O)(OC)OC.ClCCl.OCCO.OCCO
charge: 0

XYZ file:
```
42
Properties=species:S:1:pos:R:3:forces:R:3
C 2.2555 -2.1112 1.3971 0.8 -0.1 -1.5
O 3.2406 -1.6231 2.2720 2.8 -0.4 1.6
P 4.7948 -2.2323 2.3914 -2.2 -1.0 1.9
O 5.5345 -1.6582 3.5659 -1.0 -0.6 -2.7
O 4.5168 -3.8629 2.5603 0.0 1.7 0.2
C 3.5426 -4.3300 3.5731 1.2 0.9 -0.7
O 5.2985 -2.1574 0.8711 -0.6 0.0 2.2
C 6.6095 -2.5413 0.4834 0.5 0.1 -1.1
H 2.2743 -1.3630 0.6047 -0.8 -0.2 -0.3
H 1.2735 -2.2475 1.8502 0.3 0.3 0.3
H 2.5666 -3.0539 0.9469 -0.1 -0.2 0.0
H 4.0095 -4.5143 4.5407 0.5 -0.6 -0.3
H 3.1549 -5.2025 3.0472 -0.5 0.1 0.8
H 2.8643 -3.5196 3.8401 -0.6 -0.2 -0.7
H 7.4237 -2.4042 1.1949 -0.4 0.4 0.4
H 6.7308 -1.8816 -0.3758 0.7 -0.4 -0.1
H 6.6502 -3.5878 0.1812 -0.3 0.0 -0.1
Cl -0.2467 -0.0519 1.6814 0.4 0.2 0.0
C -1.4779 0.9799 1.0021 -0.7 0.0 0.1
Cl -3.0247 0.0220 0.9615 0.6 0.8 -0.3
H -1.6169 1.8558 1.6358 -0.2 -0.3 0.2
H -1.1793 1.3496 0.0211 -0.3 -0.5 -0.1
O -3.3364 4.8007 1.1789 0.3 0.0 -0.2
C -3.7271 4.1195 -0.0105 0.7 0.7 -0.3
C -2.9246 4.6443 -1.3160 -1.7 -0.5 0.0
O -1.5978 4.1569 -1.5310 -0.8 -0.5 0.7
H -2.4063 4.5958 1.3001 0.1 0.1 0.4
H -3.6828 3.0487 0.1882 1.0 -0.4 -0.6
H -4.8150 4.1874 -0.0111 0.0 0.9 -0.8
H -2.8723 5.7201 -1.4839 -0.3 0.4 1.1
H -3.5657 4.3808 -2.1573 0.3 -0.7 -0.2
H -1.1601 4.3261 -0.6936 0.5 0.0 -0.1
O -4.5157 -0.1726 -4.6982 0.0 0.0 -1.6
C -4.4161 0.1847 -3.3949 0.3 0.5 3.0
C -2.9531 0.3859 -2.9194 -0.4 -1.4 0.1
O -2.0976 -0.5566 -3.5549 0.7 0.3 -1.4
H -3.6032 -0.2812 -4.9762 0.3 -0.3 -0.5
H -4.9408 1.1021 -3.1282 -0.2 0.4 -0.4
H -4.9003 -0.5509 -2.7527 0.0 -0.5 0.1
H -2.8115 0.0971 -1.8779 -0.7 1.2 0.4
H -2.6323 1.3939 -3.1823 0.4 -0.2 0.2
H -2.2366 -1.4476 -3.2257 -0.2 0.1 0.2
```
Forces are in eV/Å.


# 3
Below is C34H31MnN6S as an isolated structure, with properties calculated with the ωB97M-V functional and the def2-TZVPD basis.

HOMO-LUMO gap (alpha / beta): 5.666 / 4.049 eV
2S+1: 4
HOMO level (alpha / beta): -15.5 / -15.5 eV
LUMO (alpha / beta): -9.83 / -11.47 eV
charge: +3

XYZ file:
```
73
Properties=species:S:1:pos:R:3:forces:R:3
Mn 0.2850 1.6907 0.4383 1.0 -1.6 -0.5
N -1.6761 0.9410 4.0595 0.0 -0.1 0.1
C -3.0535 1.1398 4.0560 -0.1 0.1 0.0
C -3.8357 0.6416 5.0883 0.1 0.0 0.0
C -5.1963 0.8768 5.0711 -0.1 0.0 -0.1
C -5.7974 1.6102 4.0294 0.0 -0.1 0.1
C -5.0374 2.1055 2.9994 0.0 0.0 0.0
C -3.6544 1.8665 3.0030 0.0 -0.1 0.2
S -2.7155 2.4805 1.7281 0.0 0.1 -0.3
N -1.1833 1.9262 1.9975 0.2 0.1 0.2
C -0.8232 1.2942 3.0972 0.1 0.1 -0.1
C 0.6247 0.9798 3.2583 -0.2 0.0 0.0
C 1.1963 0.6665 4.4704 0.1 0.0 0.0
C 2.5707 0.4278 4.5172 0.0 0.0 0.0
C 3.3049 0.5112 3.3524 0.0 0.0 0.0
C 2.6531 0.8440 2.1702 0.1 0.0 -0.2
N 1.3444 1.0767 2.1224 -0.6 0.4 -0.4
H -1.3061 0.4207 4.8451 0.0 0.0 0.0
H -3.3832 0.0861 5.9014 0.0 0.0 0.0
H -5.8095 0.4948 5.8768 0.0 0.0 0.0
H -6.8647 1.7861 4.0416 0.0 0.0 0.0
H -5.4942 2.6728 2.1974 0.0 0.0 0.0
H 0.6228 0.6397 5.3877 0.0 0.0 0.0
H 3.0497 0.1912 5.4581 0.0 0.0 0.0
H 4.3719 0.3381 3.3455 0.0 0.0 0.0
H 3.1889 0.9344 1.2344 0.0 0.0 0.0
C -0.8913 -3.0461 -4.0867 0.0 0.0 0.0
C 0.6046 -3.1826 -3.9694 -0.1 0.0 -0.1
C 1.3295 -3.9811 -4.8475 0.0 0.0 0.0
C 2.7067 -4.1069 -4.7456 0.0 0.0 0.0
C 3.3904 -3.4455 -3.7377 0.0 0.0 0.0
C 2.6911 -2.6567 -2.8372 0.1 0.0 0.1
C 1.3153 -2.5191 -2.9729 -0.1 0.1 0.0
N 0.5548 -1.7226 -2.0415 0.1 -0.2 0.2
C 0.8593 -0.5085 -1.5852 0.1 0.1 -0.3
N 1.8748 0.1578 -2.1612 0.0 0.1 0.1
C 2.2312 1.4800 -1.8636 0.0 -0.1 -0.2
C 1.6340 2.1456 -0.8165 -0.6 0.2 0.7
C 1.8934 3.4753 -0.5245 0.1 0.1 0.0
C 2.8110 4.1614 -1.3090 0.0 0.0 0.0
C 3.4399 3.4819 -2.3463 0.0 0.0 0.0
C 3.1747 2.1478 -2.6505 0.0 0.0 -0.1
C 3.8472 1.4487 -3.8002 0.0 0.0 0.0
N 0.1521 0.0626 -0.6058 -0.2 0.7 0.4
C -0.9269 -0.6487 0.0191 0.0 0.1 0.0
C -0.6444 -1.5821 1.0195 0.0 0.0 0.1
C -1.6735 -2.2275 1.6832 0.0 0.0 0.0
C -2.9923 -1.9332 1.3465 0.0 0.0 0.0
C -3.2683 -1.0072 0.3515 0.0 0.0 0.0
C -2.2484 -0.3465 -0.3367 -0.1 0.0 0.0
C -2.5871 0.6162 -1.4455 0.0 0.0 0.0
H -1.2522 -3.5381 -4.9866 0.0 0.0 0.0
H -1.1975 -1.9988 -4.1357 0.0 0.0 0.0
H -1.4093 -3.5140 -3.2427 0.0 0.0 0.0
H 0.7997 -4.5060 -5.6327 0.0 0.0 0.0
H 3.2447 -4.7308 -5.4462 0.0 0.0 0.0
H 4.4613 -3.5580 -3.6378 0.0 0.0 0.0
H 3.2159 -2.1862 -2.0136 0.0 0.0 0.0
H -0.3138 -2.1198 -1.7136 0.0 0.0 0.1
H 2.3270 -0.2992 -2.9425 0.0 0.0 0.0
H 1.3999 3.9876 0.3084 0.0 0.0 0.0
H 3.0393 5.1998 -1.1142 0.0 0.0 0.0
H 4.1611 4.0136 -2.9546 0.0 0.0 0.0
H 4.6175 2.0790 -4.2372 0.0 0.0 0.0
H 3.1315 1.2104 -4.5920 0.0 0.0 0.0
H 4.3286 0.5194 -3.4844 0.0 0.0 0.0
H 0.3911 -1.8099 1.2484 0.0 0.0 0.0
H -1.4524 -2.9742 2.4350 0.0 0.0 0.0
H -3.8051 -2.4505 1.8404 0.0 0.0 0.0
H -4.2982 -0.8090 0.0757 0.0 0.0 0.0
H -3.5582 1.0803 -1.2775 0.0 0.0 0.0
H -2.6486 0.0961 -2.4045 0.0 0.0 0.0
H -1.8422 1.4025 -1.5750 0.0 0.0 0.0
```
Forces are in eV/Å.


# 4
Below is one molecule with the formula C15H25NO, with properties calculated with the ωB97M-V functional and the def2-TZVPD basis.

HOMO-LUMO gap: 8.843 eV
HOMO level: -8.1 eV
LUMO: 0.73 eV
SMILES: C=C(C)[C@@H]1CC=C(CN2CCC(O)CC2)CC1
charge: 0

XYZ file:
```
42
Properties=species:S:1:pos:R:3:forces:R:3
C -3.9494 -1.0913 2.8044 -0.1 0.0 0.0
C -2.7833 -0.5342 2.5169 0.0 0.0 -0.1
C -1.9222 0.0764 3.5816 -0.1 0.0 0.0
C -2.2675 -0.5027 1.0995 0.2 0.0 0.1
C -1.1713 -1.5549 0.8871 -0.2 0.1 -0.1
C -0.5308 -1.4186 -0.4605 0.0 0.0 0.1
C -0.6087 -0.3376 -1.2263 -0.1 0.0 -0.2
C 0.0582 -0.2725 -2.5875 0.1 -0.1 0.0
N 1.4479 0.1384 -2.6626 -0.1 0.1 -0.1
C 2.4541 -0.7969 -2.2156 0.0 -0.1 0.1
C 2.8111 -0.6953 -0.7253 0.2 0.2 -0.1
C 3.2104 0.7406 -0.3802 -0.4 -0.2 -0.2
O 3.5530 0.8843 0.9821 0.1 0.0 0.4
C 2.0715 1.6768 -0.7900 0.3 -0.1 -0.2
C 1.7674 1.4945 -2.2836 0.0 0.1 0.1
C -1.4272 0.8572 -0.8166 0.1 0.0 0.3
C -1.7204 0.8634 0.6810 -0.3 -0.1 -0.2
H -4.5788 -1.5216 2.0435 -0.1 -0.1 -0.2
H -4.3252 -1.1408 3.8126 0.0 0.0 0.2
H -2.3186 -0.1472 4.5685 0.0 0.0 0.1
H -0.9023 -0.3003 3.5247 0.1 0.0 0.0
H -1.8857 1.1590 3.4644 0.1 0.1 0.0
H -3.0977 -0.7514 0.4294 0.0 0.0 0.0
H -1.5971 -2.5564 0.9902 0.0 0.0 0.1
H -0.4014 -1.4580 1.6613 0.0 -0.1 0.1
H 0.0328 -2.2801 -0.7962 0.1 -0.1 -0.2
H 0.0065 -1.2610 -3.0541 -0.1 0.1 0.0
H -0.5056 0.4235 -3.2181 -0.1 -0.1 0.0
H 2.1197 -1.8090 -2.4508 0.1 0.0 -0.1
H 3.3612 -0.5958 -2.8002 0.0 -0.1 0.0
H 3.6335 -1.3752 -0.4970 0.0 0.0 0.0
H 1.9498 -0.9785 -0.1161 0.0 0.0 0.0
H 4.1230 1.0117 -0.9233 -0.1 0.0 0.0
H 2.7873 0.6388 1.5145 0.0 0.0 0.0
H 2.3496 2.7129 -0.5900 0.0 0.0 0.1
H 1.1893 1.4348 -0.1938 -0.1 0.0 0.1
H 0.9467 2.1472 -2.5883 0.0 0.0 -0.1
H 2.6588 1.7879 -2.8528 0.0 0.1 0.0
H -0.9213 1.7815 -1.1047 0.0 0.0 -0.1
H -2.3708 0.8273 -1.3737 0.0 0.1 0.0
H -0.8017 1.0764 1.2318 0.1 0.1 0.1
H -2.4450 1.6468 0.9137 0.0 0.0 0.1
```
Forces are in eV/Å.


# 5
Below is C4H5N2P as an isolated structure, with properties calculated with the ωB97M-V functional and the def2-TZVPD basis.

HOMO-LUMO gap: 8.098 eV
HOMO level: -8.5 eV
LUMO: -0.41 eV
charge: 0

XYZ file:
```
12
Properties=species:S:1:pos:R:3:forces:R:3
C 0.6727 0.6049 0.7763 -1.4 2.8 0.9
C 2.2001 -0.4663 -0.2043 0.1 0.8 -0.7
C 0.0367 -0.4748 0.2514 -3.4 -1.0 0.4
C -2.6116 0.6865 -0.2445 0.7 -4.4 1.0
N 1.9499 0.6744 0.3682 1.7 -0.2 1.2
N 1.0473 -1.1643 -0.3570 1.0 -3.8 -2.4
P -2.2307 -0.9268 0.1074 3.5 2.4 -0.6
H 0.3362 1.4747 1.4195 -0.2 -1.5 -1.0
H 3.1934 -0.7327 -0.5543 -0.5 -0.3 -0.2
H -3.5629 0.8524 -0.5679 -2.8 0.4 -0.7
H -2.1106 1.5344 -0.0035 2.1 2.2 0.2
H 1.0797 -2.0626 -0.9912 -0.8 2.5 2.1
```
Forces are in eV/Å.


# 6
Below is one molecule with the formula C20H21N3O5S, with properties calculated with the ωB97M-V functional and the def2-TZVPD basis.

HOMO-LUMO gap: 8.257 eV
HOMO level: -7.9 eV
LUMO: 0.37 eV
SMILES: COc1ccc(Cc2nnc(NC(=O)c3cc(OC)c(OC)c(OC)c3)s2)cc1
charge: 0

XYZ file:
```
50
Properties=species:S:1:pos:R:3:forces:R:3
C 4.6166 -1.1431 -5.0228 0.1 -0.1 -0.2
O 4.0899 -0.2455 -4.0758 -0.2 0.2 0.2
C 2.7447 -0.0428 -4.0478 -0.1 0.0 0.0
C 2.2876 0.8743 -3.0980 0.1 -0.1 -0.1
C 0.9441 1.1538 -2.9884 0.1 -0.1 -0.1
C 0.0195 0.5294 -3.8204 -0.1 0.0 -0.3
C -1.4538 0.8165 -3.6478 0.2 0.0 -0.1
C -1.8849 0.2145 -2.3622 -0.4 -0.8 -0.1
N -1.9402 0.8370 -1.2457 0.4 1.2 -1.0
N -2.2626 0.0896 -0.2000 -0.6 -0.7 1.3
C -2.4485 -1.1509 -0.4840 0.2 0.3 -1.4
N -2.7617 -2.1498 0.3827 -0.2 -0.8 0.1
C -2.7473 -2.1334 1.7793 -0.1 -0.2 -0.1
O -3.4180 -2.9515 2.3667 0.0 0.0 0.1
C -1.8724 -1.1470 2.4297 0.5 0.3 0.5
C -2.2860 -0.6056 3.6438 -0.1 0.0 -0.1
C -1.4862 0.3133 4.2966 0.2 0.1 -0.1
O -1.8012 0.9178 5.4721 0.3 0.0 -0.2
C -3.0240 0.5844 6.0836 -0.2 -0.1 0.1
C -0.2441 0.7043 3.7457 -0.1 0.0 0.1
O 0.4237 1.6142 4.4974 -0.2 -0.4 -0.1
C 1.4967 2.3572 3.9632 0.4 0.3 -0.1
C 0.1837 0.1147 2.5443 0.0 0.0 0.0
O 1.4123 0.4710 2.0503 -0.2 0.0 0.4
C 1.7359 0.1013 0.7311 0.1 -0.1 -0.2
C -0.6331 -0.8082 1.9056 0.0 -0.2 0.2
S -2.2456 -1.5063 -2.2110 0.1 0.7 0.7
C 0.4735 -0.3870 -4.7527 -0.1 0.2 0.2
C 1.8240 -0.6724 -4.8768 0.4 -0.1 0.0
H 5.6944 -1.1347 -4.8687 -0.1 0.0 -0.1
H 4.2380 -2.1588 -4.8691 0.0 0.0 0.0
H 4.3957 -0.8231 -6.0462 0.0 0.0 0.0
H 3.0124 1.3549 -2.4606 0.1 0.1 0.1
H 0.5959 1.8622 -2.2511 0.0 0.1 0.1
H -2.0249 0.3914 -4.4737 0.0 0.1 0.0
H -1.6271 1.8926 -3.5959 -0.1 -0.1 0.0
H -3.2416 -2.9521 -0.0094 0.1 0.1 0.2
H -3.2412 -0.9087 4.0379 -0.1 0.0 0.1
H -3.8767 0.8490 5.4500 0.0 0.0 0.0
H -3.0734 -0.4804 6.3322 0.0 0.0 0.0
H -3.0606 1.1709 7.0003 0.0 -0.1 -0.1
H 2.3781 1.7356 3.7946 -0.1 0.1 0.0
H 1.2186 2.8504 3.0291 0.0 0.0 0.0
H 1.7199 3.1106 4.7187 0.0 0.0 -0.1
H 0.9549 0.4005 0.0258 0.0 0.0 0.0
H 2.6568 0.6336 0.4975 0.0 -0.1 0.0
H 1.9164 -0.9750 0.6430 0.0 0.0 0.0
H -0.2877 -1.2930 1.0086 0.0 0.0 -0.1
H -0.2302 -0.8892 -5.4011 -0.1 0.0 -0.1
H 2.1398 -1.3868 -5.6203 0.1 -0.1 -0.1
```
Forces are in eV/Å.


Which of these has the highest charge?
C34H31MnN6S


Which of these has the highest charge?
C34H31MnN6S